Entry from OMol25: 3 unconnected molecules or ions with the total composition C25H43BrF14N2O7S2 at a distorted geometry (the ωB97M-V functional and the def2-TZVPD basis).

Its calculated total energy is -6382.55083 Eh. The LUMO energy comes out at -0.14 eV. The HOMO energy is -9.239 eV. Its SMILES is CCCO[C@@H](O[C@@](S)(Br)CCC(F)(F)C(F)(F)C(F)(F)C(F)(F)F)[C@@H](N(CCN)CCCS(=O)(=O)O)C(F)(F)C(F)(F)F.CC(C)O.CC(C)O.

Last column: Mulliken charge in e.
CARTESIAN COORDINATES (ANGSTROEM)
N -2.40 5.53 -0.42  -0.602
C 2.54 5.08 0.28  -0.640
C -1.51 0.95 -1.98  -0.179
H 0.76 -3.14 2.78  0.139
H -2.20 6.63 1.43  0.319
C -1.17 -1.19 -3.70  -0.749
H -4.49 -3.70 2.42  0.436
O 2.81 -2.95 0.25  -0.417
H 4.98 6.46 2.06  0.370
F 1.35 0.12 -5.41  -0.202
C -1.54 -0.67 -2.18  -0.091
C -0.05 -0.92 2.83  -0.002
H 5.38 -3.69 0.28  0.366
F 1.15 -3.76 -5.52  -0.300
F -2.94 1.03 3.30  -0.283
C 0.75 3.21 1.11  -0.731
H 5.25 -1.97 0.63  0.348
O -1.99 1.48 -0.72  0.147
N -0.78 3.35 1.03  1.055
H -3.61 -6.35 4.97  0.332
H -3.21 -6.45 3.26  0.335
C -0.70 -1.24 1.33  -0.087
F -4.25 3.10 0.33  -0.225
H 3.03 5.55 -0.70  0.386
F 3.27 -2.23 -7.48  -0.217
H -0.99 -0.33 -4.48  0.483
H 0.84 4.17 -1.07  0.192
H 2.62 -3.71 -2.29  0.164
H 0.13 -1.35 0.52  0.057
O 5.18 5.78 1.33  -0.513
C 0.21 -2.13 -3.75  0.832
O 4.71 3.25 0.86  -0.605
S -2.74 1.63 -3.28  -0.152
H 3.79 -4.74 -1.48  0.432
H -3.06 -2.70 2.75  0.082
H 2.99 -3.83 0.61  0.299
F -5.33 2.59 2.39  -0.290
F -4.55 0.83 0.99  -0.203
H -3.35 5.14 1.60  0.168
C -2.36 5.50 1.10  -0.453
O -1.81 -0.34 0.97  -0.202
H 1.97 5.93 0.84  0.266
C -2.84 2.25 2.40  0.563
Br 0.28 1.58 -2.60  -0.102
F 1.34 -1.55 -2.99  -0.206
C -3.26 -4.42 4.05  0.310
C -4.19 2.18 1.48  0.518
H -0.20 0.77 0.17  0.735
H 1.60 -2.01 4.04  0.309
H 1.14 3.81 2.06  0.640
H -2.18 2.85 -3.72  0.166
S 3.97 4.54 1.37  1.129
C 3.63 -3.73 -1.87  -1.156
H -1.61 5.00 -0.85  0.224
H 4.34 -3.54 -2.68  0.295
H -2.05 -1.89 -4.05  0.269
C -1.33 0.98 0.49  -0.629
H -0.65 1.78 2.50  0.231
H 3.56 -1.69 -1.18  0.158
F 3.77 -0.25 -6.25  -0.249
H -0.11 5.45 1.35  0.067
C 3.77 -2.69 -0.77  0.640
F -3.08 3.34 3.39  -0.306
C 1.54 3.83 -0.18  -0.668
H -0.77 -1.20 -1.46  -0.372
C 0.54 -2.28 3.55  -0.765
H -4.83 -5.90 3.75  0.364
O -1.88 -4.42 4.40  -0.496
C 1.46 -1.22 -6.04  0.542
H 0.81 -0.11 2.77  0.087
H 5.93 -2.50 -0.92  0.384
C -1.42 2.17 1.67  -0.446
H 2.27 2.98 -0.58  0.347
H -1.39 -4.91 3.71  0.347
C -3.44 -3.73 2.71  -0.929
H -0.89 -0.50 3.57  0.100
F -0.11 -3.46 -3.15  -0.357
O 3.56 4.41 2.88  -0.597
C -1.01 4.70 1.62  -0.498
C -3.76 -5.86 4.00  -1.296
H -3.31 5.20 -0.80  0.294
F 3.63 -2.28 -5.01  -0.151
H -0.12 -2.65 4.47  0.179
H -2.87 -4.24 1.92  0.261
H -1.19 -2.32 1.44  0.039
C 0.53 -2.39 -5.36  0.435
C 5.17 -2.71 -0.17  -1.510
F 0.94 -1.05 -7.45  -0.291
H -0.95 4.61 2.80  0.265
H 1.11 2.11 1.27  0.080
H -2.66 -1.01 -1.97  0.461
H -3.79 -3.87 4.82  0.285
C 3.05 -1.57 -6.17  0.529
F -0.73 -2.45 -6.18  -0.296